{
  "formula": "CH4N3O2",
  "method": "the ωB97M-V functional and the def2-TZVPD basis",
  "elements": ["C", "N", "N", "H", "H", "H", "O", "N", "O", "H"],
  "xyz": [[-1.39, 0.52, 0.07], [0.06, -1.31, -0.11], [1.35, 0.98, 0.11], [-0.19, -1.81, 0.65], [-1.44, 1.66, 0.12], [1.00, 1.28, -0.79], [-2.50, 0.02, 0.18], [-0.21, 0.04, 0.00], [2.22, 0.07, -0.04], [1.10, -1.45, -0.18]],
  "nbo_charge": [0.456, -0.687, -0.202, 0.316, 0.038, 0.331, -0.763, -0.405, -0.447, 0.363],
  "s_squared": 2.009,
  "e_above_lowest_kcal_mol": 18.3,
  "homo_lumo_gap_ev": [5.162, 7.330],
  "spin_multiplicity": 3,
  "max_force_ev_per_a": 4.21,
  "total_charge": -1
}